Entry 1:
Below is a structure of composition C21H59N4O7, with properties calculated with ωB97M-V/def2-TZVPD.

CARTESIAN COORDINATES (ANGSTROEM)
O: 0.443825 -2.380678 1.457723
O: 3.337679 3.319739 0.113061
O: 0.336578 2.364002 -2.930279
O: 0.778345 0.470680 1.152464
O: -0.466178 4.437242 0.730610
O: 0.235846 -3.091067 -2.665043
O: -3.040025 -3.062619 1.077738
N: 2.474531 -1.936759 3.632166
N: -0.647703 2.224341 -1.011961
N: 1.189420 1.794439 -1.144961
N: -1.703402 -1.072324 2.406117
C: 2.651505 -2.732425 2.357307
C: -3.105279 -1.109482 4.219708
C: 2.782060 0.073695 -2.013476
C: 1.320249 -3.442652 1.883524
C: -2.073997 3.603034 -2.517306
C: 3.551962 2.328022 -1.008292
C: 4.454341 4.150045 0.318143
C: 2.483218 1.206153 -0.938143
C: -0.983793 3.645469 -1.445684
C: -3.887175 -3.470014 0.012780
C: -0.831498 -2.914522 1.141314
C: -3.698616 -2.345815 2.130798
C: -1.660934 -2.680913 -1.324130
C: 0.246409 0.068762 -3.406536
C: -0.747057 -2.091679 -2.293550
C: -0.509173 5.454350 1.764328
C: -2.585902 -1.948546 3.067389
C: -0.218501 1.402978 -3.696189
C: 0.144728 -0.263017 0.165803
C: 3.779682 -3.834216 2.491882
C: -1.433682 4.568520 -0.314437
H: 4.724411 -3.399916 2.818938
H: -3.181719 -4.037415 -0.594255
H: -3.720665 -1.721202 4.879413
H: -0.231123 0.414497 -0.600891
H: -0.046973 4.098980 -1.769415
H: -3.492710 -0.165185 3.837213
H: -1.126461 -3.378108 2.082684
H: -2.965734 3.106218 -2.135094
H: -0.674651 -3.770191 0.484554
H: 0.968916 -4.125358 2.657192
H: 3.971364 -4.513462 1.661234
H: 1.913707 -0.574294 -2.132553
H: 1.585745 -4.087400 1.045720
H: -2.113611 -2.890714 3.345540
H: 3.404242 2.899910 -1.924382
H: 0.001722 1.569533 -4.750629
H: 4.530890 1.851934 -1.064461
H: 0.978955 2.120491 -2.077428
H: -1.414392 5.588331 -0.698784
H: -2.396144 4.191112 0.030990
H: -0.190443 6.357820 1.244488
H: 2.553078 0.772322 0.059358
H: 3.540186 -0.590110 -1.597912
H: 3.474828 -4.479634 3.315662
H: -4.486563 -2.921787 2.616064
H: -0.318558 -1.220851 -1.797413
H: -1.103574 -2.989683 -0.439759
H: -2.170523 -0.933205 4.751916
H: 0.686361 -2.632271 -3.377869
H: 0.781938 -1.036479 -0.262948
H: 1.844573 -2.471129 4.213286
H: -0.081237 -0.176511 -2.396290
H: -4.222261 -1.433576 1.844939
H: -2.210620 4.594966 -2.947997
H: -1.759637 -1.501382 1.493506
H: -1.545000 -2.270921 0.626742
H: -0.730270 -0.738228 0.609265
H: 5.233674 3.449262 0.617558
H: -4.284555 -2.612017 -0.529456
H: -2.153670 -0.178553 2.269977
H: 0.540954 3.103305 -3.507567
H: 3.026655 -1.991035 1.651829
H: -1.391207 1.705995 -0.566293
H: 3.215673 0.538936 -2.898707
H: -1.296499 1.432876 -3.537732
H: -2.152938 -3.575781 -1.705240
H: 0.097612 5.221107 2.639272
H: -4.697412 -4.125161 0.332751
H: -0.486793 1.773970 -1.901547
H: 4.266611 4.886272 1.099687
H: -1.452421 5.751173 2.222871
H: 0.635122 0.951697 -1.196200
H: 3.240738 -1.978665 4.288875
H: 4.565870 4.722912 -0.602447
H: -1.663051 3.030209 -3.348629
H: -0.278289 -0.645481 -4.041087
H: -1.197417 -1.616525 -3.165046
H: 1.305264 -0.027127 -3.646843
H: -2.469428 -2.059219 -0.939523

Cartesian forces (eV/Å) of the 3 atoms listed first:
0.66 -2.00 0.38
-0.10 -1.69 -1.07
-1.00 5.05 -11.44

Values from the calculation:
Highest occupied orbital energy   -1.488 eV
Charge   -1
Total energy   -1580.3208 Eh
E_LUMO   2.5 eV
Relative energy (zero: lowest compared OMol25 entry of this formula, charge and spin)   444.1 kJ/mol



Entry 2:
Below is a structure of composition C21H22BrClF4N2O2P2Ru, with properties calculated with ωB97M-V/def2-TZVPD.

CARTESIAN COORDINATES (ANGSTROEM)
Ru: 0.457906 -0.771597 1.324370
Br: 0.902552 -2.976985 0.014589
Cl: 1.786748 -0.961960 3.410942
P: -2.909181 -1.474253 2.303520
P: 1.310294 0.338869 -0.636890
F: 2.627466 -3.703134 -4.753289
F: 2.459169 0.747759 -3.344532
F: 1.638839 -4.509131 -2.382723
F: 3.053055 -1.063773 -5.226552
O: -1.426849 -1.164761 2.135926
O: -3.867602 -1.435616 1.169078
N: -4.169773 -3.918816 2.353405
N: -4.896173 0.257725 3.041120
C: 1.821653 -3.226401 -2.613753
C: -1.346215 3.353766 -0.914845
C: 5.274029 2.879755 -0.791017
C: -1.987925 3.097074 -2.126342
C: -2.997495 -3.202361 2.972460
C: 4.130567 3.355106 -1.369145
C: -0.655744 1.125236 -2.449633
C: 2.339220 -2.818509 -3.845974
C: -3.571545 -0.262458 3.543021
C: 1.706219 -0.918911 -1.867105
C: 1.520511 -2.285923 -1.650896
C: 2.924850 2.599954 -1.278095
C: 2.237578 -0.546464 -3.097155
C: 4.000235 0.883848 -0.006340
C: -0.361403 2.496277 -0.462701
C: 1.307923 0.540234 2.604174
C: 5.222829 1.644239 -0.107147
C: -1.651945 1.984466 -2.884505
C: 2.556184 -1.466135 -4.086997
C: 2.856876 1.349856 -0.581679
C: -0.000499 1.390522 -1.243976
H: -5.691634 -0.102335 3.574036
H: -5.005198 -0.035920 2.051729
H: -2.752659 3.776885 -2.478338
H: 4.117048 4.296458 -1.904139
H: -5.028920 -3.807251 2.897320
H: 6.122198 1.245401 0.349244
H: -3.075839 -3.266562 4.056800
H: 0.145146 2.705790 0.475464
H: -2.880671 0.575892 3.606080
H: -4.954885 1.278091 3.091037
H: -2.093082 -3.728432 2.672203
H: 0.573935 1.088427 3.191938
H: -0.390516 0.262442 -3.046296
H: -4.362044 -3.527100 1.418435
H: -1.614602 4.229263 -0.338983
H: 2.034582 2.985655 -1.761985
H: -4.004424 -4.927273 2.275287
H: 6.208103 3.424359 -0.847673
H: -2.156666 1.792250 -3.821317
H: -3.695536 -0.668759 4.545259
H: 4.040366 -0.068359 0.512262
H: 2.172944 1.133582 2.330328

Cartesian forces (eV/Å) of the 3 atoms listed first:
0.02 -0.04 -0.37
-0.03 0.00 0.00
0.05 0.04 0.09

Values from the calculation:
Highest occupied orbital energy (alpha / beta)   -19.526 / -19.693 eV
Charge   +4
Total energy   -5283.1609 Eh
Spin multiplicity   5
E_LUMO (alpha / beta)   -11.5 / -14.8 eV
Relative energy (zero: lowest compared OMol25 entry of this formula, charge and spin)   0.0 kJ/mol



Entry 3:
Below is a structure of composition C14H26CaN3OS3Sb, with properties calculated with ωB97M-V/def2-TZVPD.

CARTESIAN COORDINATES (ANGSTROEM)
Sb: 0.778855 1.982446 -3.653958
Ca: 0.785174 -0.604761 -1.281586
S: 2.508461 0.477130 -3.108710
S: 1.161484 4.098733 -2.875898
S: -1.148684 0.993091 -2.722908
O: 2.477558 -0.586356 0.634230
N: 4.691477 -0.958531 0.470890
N: -0.502598 0.681259 0.483682
N: 0.539036 1.558531 0.886929
C: -3.024187 -1.652795 -0.327227
C: 1.746207 -2.812270 -0.990781
C: 1.444803 3.534035 1.841192
C: -2.356327 -2.698679 0.305711
C: -3.710696 -0.567628 0.461792
C: -3.031654 -1.615434 -1.717999
C: 3.407306 -1.230662 0.137892
C: -1.715828 -3.686019 -0.431534
C: -0.468789 2.406297 3.002827
C: -0.821062 3.571434 0.804357
C: -1.733755 -3.640388 -1.819075
C: -2.391142 -2.598264 -2.460572
C: 3.205311 -2.353738 -0.870257
C: 0.150804 2.752740 1.646923
H: -3.383868 -0.564110 1.504019
H: -0.989286 4.543337 1.275445
H: -1.199354 -4.385521 -2.393836
H: 1.899506 3.742614 0.871863
H: -2.317117 -2.726704 1.389668
H: -4.795413 -0.698949 0.464026
H: -1.414123 1.867747 2.888489
H: 4.863550 -0.086420 0.942394
H: 3.551944 -1.935674 -1.825431
H: -1.012972 1.143657 -0.269647
H: -1.791577 3.078609 0.708229
H: -1.152201 0.420515 1.221258
H: 2.162484 2.961943 2.439131
H: -0.687219 3.311563 3.575312
H: 1.477434 -3.398263 -0.100537
H: 3.956059 -3.119306 -0.606642
H: 5.420171 -1.342059 -0.104110
H: -3.497439 -0.779839 -2.226171
H: -3.508187 0.417653 0.035021
H: -0.417718 3.727533 -0.199832
H: -1.169897 -4.470799 0.076032
H: 1.245964 1.001259 1.351106
H: -2.371923 -2.520561 -3.539979
H: 1.677625 -3.499773 -1.844560
H: 1.250436 4.475712 2.359639
H: 0.211385 1.785646 3.593200

Cartesian forces (eV/Å) of the 3 atoms listed first:
0.07 0.08 0.14
-0.30 0.39 0.19
0.09 0.07 -0.10

Values from the calculation:
Highest occupied orbital energy (alpha / beta)   -3.783 / -4.268 eV
Charge   -1
Total energy   -2901.1676 Eh
Spin multiplicity   2
E_LUMO (alpha / beta)   2.6 / 1.8 eV
Relative energy (zero: lowest compared OMol25 entry of this formula, charge and spin)   0.0 kJ/mol



Entry 4:
Below is an isolated molecule of C3H3BrO2, with properties calculated with ωB97M-V/def2-TZVPD.

CARTESIAN COORDINATES (ANGSTROEM)
Br: -2.305099 0.781840 0.157101
O: -1.059277 -2.112032 0.397922
O: 0.310017 0.816617 -1.177696
C: 0.732604 0.957165 0.132838
C: -0.294082 -1.311567 -0.041237
C: -0.531131 0.171461 -0.010276
H: 0.722604 -1.541547 -0.518292
H: 1.582502 0.219963 0.376881
H: 0.841866 2.018103 0.682757

Cartesian forces (eV/Å) of the 3 atoms listed first:
0.45 0.06 0.14
0.12 -0.26 -0.09
-1.54 -0.70 1.30

Values from the calculation:
Highest occupied orbital energy   -10.396 eV
Total energy   -2840.5200 Eh
E_LUMO   0.3 eV
Relative energy (zero: lowest compared OMol25 entry of this formula, charge and spin)   171.6 kJ/mol
SMILES string   O=C[C@@]1(Br)CO1



Entry 5:
Below is the ion C7H16OP with charge +1, with properties calculated with ωB97M-V/def2-TZVPD.

CARTESIAN COORDINATES (ANGSTROEM)
P: -0.161869 0.372803 0.301653
O: -1.471242 -1.997333 1.093347
C: 2.727401 -0.593438 0.165077
C: 1.643583 0.403343 -0.240465
C: -2.790135 0.878221 -0.778530
C: -0.149519 -2.204564 -1.160266
C: -0.344154 0.942178 1.972911
C: -0.585845 -1.450118 0.020930
C: -1.388043 1.341293 -0.839303
H: -3.389101 1.148998 -1.654097
H: 3.109532 -0.575521 1.180869
H: 2.455279 -1.539397 -0.250954
H: -1.349819 1.353924 2.042497
H: -1.267888 2.392036 -0.693759
H: 0.202843 -1.597978 -2.016515
H: -1.046612 -2.841696 -1.460776
H: 2.057962 1.307751 0.164838
H: -1.018884 1.358943 -1.806144
H: 0.688490 -2.972701 -1.040659
H: 1.610446 0.706920 -1.291047
H: 3.521458 -0.286237 -0.369734
H: 0.408420 1.799182 2.105577
H: -0.143458 0.227277 2.854504
H: -3.289917 1.305973 0.079793
H: -2.775132 -0.234363 -0.609400

Cartesian forces (eV/Å) of the 3 atoms listed first:
0.50 -1.22 -1.53
6.04 3.69 -7.26
-2.73 -0.91 0.44

Values from the calculation:
Highest occupied orbital energy   -14.193 eV
Charge   +1
Total energy   -692.5419 Eh
E_LUMO   -5.0 eV
Relative energy (zero: lowest compared OMol25 entry of this formula, charge and spin)   215.4 kJ/mol